Record 1
Here is an isolated molecule of C6H7N at a distorted geometry from the Open Molecules 2025 dataset. Energies are from ωB97M-V with the def2-TZVPD basis set.

Cartesian coordinates (Å):
C  0.561  -1.240  -1.210
C  -0.683  -1.376  -1.261
C  1.565  -0.634  -0.553
C  -1.113  0.448  -0.090
C  1.208  -0.200  0.819
C  0.007  0.791  0.631
N  -2.270  0.607  -0.432
H  -1.678  -1.601  -1.497
H  2.420  -0.273  -1.115
H  0.697  -0.873  1.613
H  2.014  0.363  1.189
H  0.520  1.649  0.245
H  -0.360  1.000  1.745
H  -2.887  1.340  -0.083

2S+1 ... 1
Orbital gap (spin up / spin down) ... 6.87 / 6.87 eV
E ... -7819.149 eV

=====

Record 2
Here is a structure of composition C25H26Cl2N5O2PmS at a distorted geometry from the Open Molecules 2025 dataset. Energies are from ωB97M-V with the def2-TZVPD basis set.

Cartesian coordinates (Å):
Pm  1.135  -0.021  0.672
C  3.922  -0.065  1.964
C  3.107  -0.241  3.059
C  2.135  -1.290  3.116
C  2.158  -2.181  2.043
C  3.065  -2.041  0.989
C  3.886  -0.965  0.863
H  4.522  0.844  1.872
H  3.155  0.520  3.862
H  1.378  -1.305  3.914
H  1.448  -2.964  2.046
H  2.947  -2.735  0.190
H  4.480  -0.781  -0.054
Cl  -2.493  -3.493  2.507
C  -2.829  -1.892  1.906
C  -4.166  -1.551  1.877
C  -4.565  -0.265  1.435
Cl  -6.199  0.105  1.640
C  -3.650  0.711  0.984
C  -4.001  1.978  0.396
C  -2.970  2.686  -0.222
C  -1.626  2.318  -0.072
N  -1.264  1.190  0.505
C  -2.254  0.316  0.950
C  -1.829  -0.984  1.525
O  -0.516  -1.214  1.677
H  -4.936  -2.082  2.451
H  -5.054  2.287  0.413
H  -3.252  3.496  -0.913
H  -0.802  2.985  -0.264
S  2.503  2.457  -0.005
C  1.935  2.883  1.481
N  2.320  4.078  2.040
C  2.047  4.489  3.312
C  1.190  3.666  4.053
C  0.798  2.450  3.441
N  1.228  2.026  2.238
H  2.949  4.606  1.466
H  2.360  5.527  3.531
H  0.796  4.051  4.986
H  0.100  1.792  3.936
C  0.231  -3.275  -1.560
N  -0.061  -2.420  -2.664
C  -0.678  -3.055  -3.881
C  -1.377  -1.940  -4.648
C  -0.328  -0.805  -4.921
N  0.247  -0.335  -3.682
C  0.465  1.093  -3.475
C  0.473  -1.206  -2.632
O  1.010  -0.768  -1.556
H  -0.580  -4.020  -1.396
H  0.284  -2.733  -0.599
H  1.166  -3.858  -1.675
H  -1.331  -3.849  -3.524
H  0.158  -3.463  -4.421
H  -2.300  -1.545  -4.166
H  -1.643  -2.342  -5.663
H  -0.814  0.064  -5.401
H  0.445  -1.232  -5.565
H  -0.359  1.501  -2.845
H  0.342  1.560  -4.427
H  1.491  1.240  -3.107

2S+1 ... 5
Orbital gap (spin up / spin down) ... 5.56 / 5.56 eV
E ... -90317.429 eV
Net charge ... +2